# 1
{
  "formula": "C15H38BBrN3O3",
  "method": "ωB97M-V/def2-TZVPD",
  "symbols": ["C", "C", "C", "B", "Br", "H", "H", "H", "H", "H", "C", "C", "C", "O", "C", "N", "H", "H", "H", "H", "H", "H", "H", "H", "H", "H", "H", "C", "C", "C", "O", "C", "N", "H", "H", "H", "H", "H", "H", "H", "H", "H", "H", "H", "C", "C", "C", "O", "C", "N", "H", "H", "H", "H", "H", "H", "H", "H", "H", "H", "H"],
  "coordinates": [[1.9893, 0.0973, -4.7500], [0.9573, 0.5633, -5.1635], [-0.2703, 1.1142, -5.6796], [-1.2891, -0.1030, -6.1855], [-2.4133, -0.6816, -4.5384], [2.9448, -0.3501, -4.6452], [-0.7589, 1.6577, -4.8756], [-0.0358, 1.7872, -6.4989], [-2.0208, 0.2909, -7.0716], [-0.6502, -1.0544, -6.5705], [-3.7975, 2.3281, 0.4611], [-3.5271, 1.7653, -0.9329], [-4.3317, 0.5033, -1.2667], [-3.8791, -0.6767, -0.6308], [-4.3224, -0.8627, 0.6911], [-2.0913, 1.5552, -1.1130], [-3.2913, 1.7526, 1.2366], [-3.4287, 3.3523, 0.5301], [-4.8673, 2.3387, 0.6849], [-3.8323, 2.5271, -1.6567], [-4.1927, 0.3267, -2.3315], [-5.4055, 0.6472, -1.0722], [-5.3390, -0.4794, 0.8349], [-3.6503, -0.3897, 1.4148], [-4.3246, -1.9356, 0.8897], [-1.9241, 1.2970, -2.0838], [-1.8225, 0.7221, -0.5968], [1.0717, -1.9698, -2.1594], [1.1879, -0.9184, -1.0600], [2.4355, -1.0612, -0.1809], [2.3822, -2.1175, 0.7710], [2.7018, -3.3970, 0.2609], [-0.0478, -0.9192, -0.2724], [0.7333, -2.9307, -1.7694], [0.3440, -1.6513, -2.9052], [2.0279, -2.1191, -2.6659], [1.2625, 0.0551, -1.5523], [2.5377, -0.1448, 0.4071], [3.3432, -1.1551, -0.7915], [3.4738, -3.3386, -0.5114], [1.8201, -3.8998, -0.1420], [3.0810, -3.9959, 1.0904], [-0.0240, -0.1386, 0.3811], [-0.0463, -1.7440, 0.3218], [2.2487, 0.4763, 5.8325], [1.9284, -0.2670, 4.5384], [2.7372, 0.2099, 3.3257], [2.3078, 1.4397, 2.7718], [2.7774, 2.6024, 3.4216], [0.4837, -0.2043, 4.2995], [1.7854, 1.4621, 5.8605], [1.8684, -0.0806, 6.6889], [3.3262, 0.5996, 5.9617], [2.1922, -1.3174, 4.6920], [2.6089, -0.5277, 2.5325], [3.8115, 0.2498, 3.5553], [3.7920, 2.4633, 3.8079], [2.1142, 2.9043, 4.2368], [2.7916, 3.4060, 2.6857], [0.2524, -0.7986, 3.5079], [0.2638, 0.7351, 3.9795]],
  "total_energy_ha": -3583.13635,
  "charge": -1
}

---

# 2
{
  "formula": "C15H38BN2O2",
  "method": "ωB97M-V/def2-TZVPD",
  "symbols": ["C", "C", "N", "B", "C", "O", "N", "O", "H", "H", "H", "H", "H", "H", "H", "H", "H", "H", "C", "C", "C", "C", "C", "C", "H", "H", "H", "H", "H", "H", "H", "H", "H", "H", "H", "H", "H", "H", "C", "C", "C", "C", "C", "C", "H", "H", "H", "H", "H", "H", "H", "H", "H", "H", "H", "H", "H", "H"],
  "coordinates": [[0.2480, -4.8043, -1.0413], [-0.2843, -4.1667, -2.3326], [-0.9188, -2.8693, -2.2061], [-2.0576, -2.6753, -1.1649], [-3.3937, -3.4785, -1.5781], [-3.2978, -4.9408, -1.2438], [-3.7023, -5.8198, -2.1810], [-4.7081, -5.5301, -2.7491], [0.9484, -5.6141, -1.2792], [-0.5567, -5.2242, -0.4368], [0.7788, -4.0571, -0.4439], [-0.9820, -4.8673, -2.8081], [0.5628, -4.0788, -3.0286], [-0.1997, -2.1625, -2.1123], [-1.7462, -2.9357, 0.0200], [-2.3964, -1.4779, -1.1956], [-4.2769, -3.0945, -1.0589], [-3.5935, -3.4174, -2.6520], [0.3668, 4.0572, -0.5846], [0.0952, 3.8351, -2.0692], [-0.9094, 2.7162, -2.3419], [-0.4865, 1.3291, -1.8568], [0.8353, 0.8189, -2.4264], [0.8171, 0.6532, -3.9422], [0.8154, 3.1748, -0.1248], [1.0580, 4.8892, -0.4343], [-0.5564, 4.2858, -0.0470], [1.0370, 3.6276, -2.5856], [-0.2909, 4.7627, -2.5031], [-1.1158, 2.6798, -3.4155], [-1.8606, 2.9729, -1.8636], [-1.2742, 0.6127, -2.1056], [-0.4271, 1.3186, -0.7647], [1.0496, -0.1496, -1.9675], [1.6572, 1.4833, -2.1359], [0.0162, -0.0277, -4.2376], [1.7586, 0.2374, -4.3061], [0.6625, 1.6071, -4.4521], [1.8505, -0.7107, 2.4407], [1.1584, 0.6358, 2.2621], [1.9526, 1.8130, 2.8251], [2.2075, 1.7595, 4.3329], [0.9441, 1.6724, 5.1883], [0.0174, 2.8725, 5.0265], [1.9803, -0.9642, 3.4951], [1.2673, -1.5092, 1.9815], [2.8377, -0.7054, 1.9716], [0.1630, 0.5970, 2.7124], [0.9996, 0.8089, 1.1945], [1.4359, 2.7441, 2.5742], [2.9195, 1.8619, 2.3127], [2.7721, 2.6521, 4.6244], [2.8522, 0.9073, 4.5647], [1.2400, 1.5868, 6.2379], [0.3980, 0.7556, 4.9516], [0.5372, 3.8019, 5.2729], [-0.8505, 2.7927, 5.6828], [-0.3548, 2.9578, 4.0047]],
  "total_energy_ha": -879.11060,
  "charge": -1
}

---

# 3
{
  "formula": "C15H38FN2O5Pb",
  "method": "ωB97M-V/def2-TZVPD",
  "symbols": ["Pb", "F", "C", "C", "C", "O", "H", "H", "H", "H", "H", "H", "H", "H", "C", "O", "C", "C", "N", "C", "C", "O", "C", "H", "H", "H", "H", "H", "H", "H", "H", "H", "H", "H", "H", "H", "H", "H", "C", "O", "C", "C", "N", "C", "C", "O", "C", "H", "H", "H", "H", "H", "H", "H", "H", "H", "H", "H", "H", "H", "H", "H"],
  "coordinates": [[1.7298, 1.9430, 2.5655], [1.0116, 1.0977, 0.4792], [1.1344, 3.3247, -2.9084], [-0.1752, 3.5108, -2.1285], [-1.1874, 2.3849, -2.3708], [0.1622, 3.5990, -0.7312], [1.6569, 4.2723, -3.0057], [0.9228, 2.7747, -3.8266], [1.7401, 2.6002, -2.3557], [-0.5774, 4.4293, -2.5564], [-1.0795, 1.8372, -3.3051], [-2.1750, 2.8529, -2.4337], [-1.3470, 1.7243, -1.5202], [0.2298, 2.6693, -0.4616], [-4.7229, -1.9174, -1.9941], [-3.4955, -1.2466, -1.8784], [-2.4573, -1.9866, -1.2658], [-1.2687, -1.0429, -1.0148], [-0.1986, -1.6519, -0.2074], [0.6970, -2.5648, -0.9788], [1.5934, -1.8500, -1.9756], [0.8634, -1.8257, -3.2199], [1.5058, -1.0418, -4.2137], [-5.1164, -2.2487, -1.0271], [-4.7412, -2.8168, -2.6185], [-5.4849, -1.2773, -2.4366], [-2.1305, -2.8235, -1.8895], [-2.8034, -2.3926, -0.3101], [-1.6052, -0.2032, -0.4013], [-0.9767, -0.5821, -1.9602], [0.3521, -0.8755, 0.1392], [0.1938, -3.4894, -1.2568], [1.3259, -2.9847, -0.1827], [2.4999, -2.4439, -2.1290], [1.8645, -0.8462, -1.6405], [1.6103, 0.0121, -3.9398], [0.8775, -0.9848, -5.1036], [2.4547, -1.4822, -4.5261], [-1.7270, 2.3771, 1.8026], [-0.7421, 1.8975, 2.7467], [-1.3107, 0.8240, 3.5305], [-0.3174, 0.4490, 4.6238], [0.9721, 0.0380, 4.1393], [0.9435, -1.3066, 3.4908], [2.3743, -1.5569, 3.0032], [2.9497, -0.4006, 2.4124], [3.9261, -0.6683, 1.4303], [-1.7617, 1.6049, 1.0295], [-1.2090, 3.2068, 1.3225], [-2.7273, 2.5787, 2.1763], [-1.5092, -0.0412, 2.8973], [-2.1580, 1.1354, 4.1419], [-0.8501, -0.3446, 5.1633], [-0.3226, 1.2886, 5.3219], [1.6258, 0.0107, 4.9172], [0.4618, -1.1023, 2.5332], [0.5722, -2.0072, 4.2342], [2.2455, -2.4036, 2.3217], [3.0321, -1.9697, 3.7743], [4.6112, -1.4837, 1.6709], [4.5531, 0.2253, 1.4637], [3.4846, -0.8052, 0.4425]],
  "total_energy_ha": -1372.42800,
  "charge": 1
}

---

# 4
{
  "formula": "C15H38IrN5O3PS2",
  "method": "ωB97M-V/def2-TZVPD",
  "symbols": ["Ir", "N", "C", "C", "N", "C", "C", "N", "C", "C", "N", "H", "H", "H", "H", "H", "H", "H", "H", "H", "H", "H", "H", "H", "H", "H", "H", "H", "H", "N", "C", "O", "C", "C", "H", "H", "H", "H", "H", "H", "C", "C", "C", "O", "P", "S", "S", "O", "C", "C", "C", "H", "H", "H", "H", "H", "H", "H", "H", "H", "H", "H", "H", "H", "H"],
  "coordinates": [[1.2046, 0.0806, 1.1219], [0.2283, 2.1188, 1.4628], [-0.3994, 2.0005, 2.7789], [0.6839, 1.5905, 3.7534], [1.5585, 0.4724, 3.2331], [2.9905, 0.8360, 3.3472], [3.3474, 1.8704, 2.3046], [3.0083, 1.3224, 0.9806], [1.2362, -0.7932, 3.9383], [-0.1416, -1.2299, 3.5009], [-0.0977, -1.3749, 2.0322], [0.8786, 2.8994, 1.4514], [-0.4616, 2.2961, 0.7355], [-1.1705, 1.2355, 2.6987], [-0.8853, 2.9190, 3.1146], [0.2389, 1.2857, 4.7013], [1.3216, 2.4448, 3.9783], [3.5777, -0.0697, 3.1932], [3.2182, 1.2076, 4.3498], [4.4057, 2.1226, 2.3781], [2.7977, 2.7984, 2.4580], [3.7407, 0.6890, 0.6725], [2.9582, 2.0410, 0.2627], [1.2841, -0.6687, 5.0229], [1.9827, -1.5335, 3.6541], [-0.8878, -0.4800, 3.7525], [-0.4425, -2.1571, 3.9876], [-1.0315, -1.3776, 1.6235], [0.3014, -2.2810, 1.8030], [2.8799, -1.2618, -2.6946], [2.4032, -1.0809, -1.4698], [1.8863, -0.0003, -1.1312], [2.4537, -2.1854, -0.4630], [2.4453, -1.5858, 0.9470], [2.7654, -0.5323, -3.3819], [3.2790, -2.1398, -2.9799], [3.3152, -2.8343, -0.6362], [1.5585, -2.7939, -0.6338], [3.4663, -1.2833, 1.2096], [2.2049, -2.3927, 1.6464], [-4.6378, 0.6736, -1.7010], [-3.7087, 1.4915, -2.5689], [-3.3004, 2.8101, -1.9557], [-2.5479, 0.6486, -2.9254], [-1.1407, 0.4189, -2.2943], [0.0478, 2.0208, -2.5728], [-1.1855, 0.0624, -0.3346], [-0.5333, -0.7576, -3.1234], [-1.1921, -1.9750, -3.6522], [-1.9339, -1.6482, -4.9274], [-2.0446, -2.6424, -2.5970], [-5.5561, 1.2359, -1.5314], [-4.1799, 0.4581, -0.7349], [-4.9011, -0.2642, -2.1887], [-4.1630, 1.6637, -3.5431], [-2.7906, 2.6614, -1.0021], [-4.2016, 3.3945, -1.7706], [-2.6552, 3.3825, -2.6195], [-0.3286, -2.5982, -3.8837], [-2.8255, -1.0565, -4.7301], [-2.2387, -2.5811, -5.4029], [-1.2923, -1.1081, -5.6222], [-2.9133, -2.0329, -2.3445], [-1.4751, -2.8386, -1.6883], [-2.4048, -3.5935, -2.9894]],
  "total_energy_ha": -2335.49842,
  "s_squared": 0.758,
  "multiplicity": 2,
  "charge": 2
}